One molecule with the formula C2H4ClF. Source: OMol25; level of theory: ωB97M-V/def2-TZVPD.

Its relative energy (zero: lowest compared OMol25 entry of this formula, charge and spin) is 1.173 eV. The calculation puts the frontier orbital gap at 12.0 eV. The SMILES is C[C@@H](F)Cl. As for the LUMO energy: 1.046 eV.

Cartesian coordinates (Å):
H1 1.297 -0.676 1.324
F1 1.558 -1.720 -0.132
C1 -0.198 0.125 -0.330
H2 -0.907 -0.679 -0.526
H3 -0.764 0.615 0.343
Cl1 2.618 0.702 -0.071
H4 0.080 0.689 -1.265
C2 1.328 -0.470 0.303

Atomic forces in eV per Å
-0.175 0.961 2.002
0.542 -0.581 -1.587
4.406 -2.573 -2.089
0.731 -0.664 -0.562
-0.995 2.617 2.550
-0.308 -0.577 -0.004
-0.616 -0.518 1.154
-3.587 1.334 -1.463